Entry from OMol25: a single C2H5P molecule at a distorted geometry (the ωB97M-V functional and the def2-TZVPD basis).

Values from the calculation:
E_LUMO: 0.0177 Eh
SMILES string: C=PC
HOMO energy: -9.5 eV
orbital gap: 0.3679 hartree
electronic energy: -11442.23478 eV
energy above the lowest of the compared OMol25 structures with the same formula, charge and spin: 26.8 kJ/mol

```
8
Properties=species:S:1:pos:R:3:forces:R:3:lowdin_charge:R:1
C 1.307205 0.803178 0.289401 -1.56 -0.84 0.39 -0.40
P 0.783446 -0.164720 -0.929074 -0.30 -0.66 -0.90 0.78
C -0.965876 -0.618898 -0.400265 -1.40 -0.54 1.04 -0.41
H 2.301632 1.085743 0.452769 1.34 0.51 -0.29 -0.04
H 0.653244 1.004817 1.118338 -0.24 0.28 0.34 -0.01
H -0.956387 -1.548480 0.272918 0.24 1.11 -1.11 0.04
H -1.234348 0.191191 0.292110 -0.23 -0.16 -0.11 -0.01
H -1.888914 -0.752834 -1.096196 2.16 0.30 0.63 0.05
```
Positions in Å, forces in eV/Å.


Entry from OMol25: a single C2H5P molecule at a distorted geometry (the ωB97M-V functional and the def2-TZVPD basis).

Values from the calculation:
E_LUMO: 0.0439 Eh
SMILES string: C=CP
HOMO energy: -9.5 eV
orbital gap: 0.3916 hartree
electronic energy: -11441.63897 eV
energy above the lowest of the compared OMol25 structures with the same formula, charge and spin: 84.3 kJ/mol

```
8
Properties=species:S:1:pos:R:3:forces:R:3:lowdin_charge:R:1
C -0.738489 0.182375 -0.784854 -3.78 0.77 -3.66 -0.14
C -0.581979 -0.095486 0.448919 3.08 -0.21 2.49 -0.49
P 1.132104 -0.614464 1.057820 -0.24 0.54 0.54 0.76
H -1.844109 0.346388 -1.116280 2.07 -0.12 0.24 0.09
H -0.012272 0.189669 -1.569536 0.46 0.09 -0.16 0.04
H -1.429415 -0.104145 1.044733 -1.25 -0.10 1.49 0.02
H 1.988219 0.577472 1.157000 -1.18 -0.18 0.60 -0.11
H 1.485940 -0.481809 -0.237802 0.84 -0.78 -1.55 -0.17
```
Positions in Å, forces in eV/Å.


Entry from OMol25: a single C2H5PS molecule at a distorted geometry (the ωB97M-V functional and the def2-TZVPD basis).

Values from the calculation:
E_LUMO: -0.0200 Eh
SMILES string: C=[PH2]C=S
HOMO energy: -8.2 eV
orbital gap: 0.2817 hartree
electronic energy: -22275.03381 eV
energy above the lowest of the compared OMol25 structures with the same formula, charge and spin: 276.9 kJ/mol

```
9
Properties=species:S:1:pos:R:3:forces:R:3:lowdin_charge:R:1
C -1.033778 0.143091 1.370370 0.51 0.48 -2.12 -0.34
P -0.467029 -0.114515 -0.260355 1.90 -1.18 -0.45 0.70
C 1.384429 0.084021 -0.640140 -1.27 0.15 0.58 -0.95
S 2.491055 -0.064628 0.461665 1.15 0.03 0.69 0.66
H -1.254103 1.217783 1.446594 0.11 -0.32 0.25 -0.03
H -1.848416 -0.492717 1.678352 -0.10 -0.25 -0.06 -0.04
H -0.632484 0.495746 -1.545155 -1.17 0.17 0.29 -0.03
H -0.222719 -1.466529 -0.802942 -1.12 0.90 0.85 0.03
H 1.583043 0.197748 -1.708389 -0.03 0.02 -0.02 0.00
```
Positions in Å, forces in eV/Å.


Q: The highest electronic energy belongs to which entry?
A: number 2


Q: Which value of E_LUMO does entry 1 give?
A: 0.0177 Eh


Q: The highest energy above the lowest of the compared OMol25 structures with the same formula, charge and spin belongs to which entry?
A: C2H5PS